{"formula": "C28H84O28", "method": "wB97M-V/def2-TZVPD", "symbols": ["C", "C", "O", "O", "H", "H", "H", "H", "H", "H", "C", "C", "O", "O", "H", "H", "H", "H", "H", "H", "C", "C", "O", "O", "H", "H", "H", "H", "H", "H", "C", "C", "O", "O", "H", "H", "H", "H", "H", "H", "C", "C", "O", "O", "H", "H", "H", "H", "H", "H", "C", "C", "O", "O", "H", "H", "H", "H", "H", "H", "C", "C", "O", "O", "H", "H", "H", "H", "H", "H", "C", "C", "O", "O", "H", "H", "H", "H", "H", "H", "C", "C", "O", "O", "H", "H", "H", "H", "H", "H", "C", "C", "O", "O", "H", "H", "H", "H", "H", "H", "C", "C", "O", "O", "H", "H", "H", "H", "H", "H", "C", "C", "O", "O", "H", "H", "H", "H", "H", "H", "C", "C", "O", "O", "H", "H", "H", "H", "H", "H", "C", "C", "O", "O", "H", "H", "H", "H", "H", "H"], "xyz": [[-4.092, 4.066, 0.396], [-4.891, 4.482, 1.613], [-5.434, 3.385, 2.294], [-2.793, 3.518, 0.810], [-3.779, 4.921, -0.205], [-4.626, 3.309, -0.174], [-5.723, 5.107, 1.263], [-4.362, 5.117, 2.329], [-4.765, 2.830, 2.718], [-2.882, 2.540, 0.869], [3.450, 2.531, 3.811], [3.249, 2.715, 2.325], [2.966, 4.084, 2.074], [4.582, 3.274, 4.214], [3.595, 1.495, 4.132], [2.534, 2.898, 4.278], [2.391, 2.119, 1.993], [4.081, 2.428, 1.683], [2.207, 4.321, 2.630], [4.753, 3.144, 5.149], [0.416, 0.375, 0.405], [0.131, -0.891, -0.334], [-1.087, -0.687, -1.066], [0.841, 1.368, -0.505], [1.194, 0.219, 1.163], [-0.460, 0.736, 0.954], [0.009, -1.698, 0.398], [0.887, -1.176, -1.063], [-0.897, -0.986, -1.985], [0.564, 2.259, -0.203], [-1.746, 2.195, -2.820], [-3.100, 1.588, -2.481], [-4.007, 2.016, -3.518], [-1.353, 1.770, -4.133], [-0.946, 1.955, -2.112], [-1.899, 3.282, -2.830], [-3.512, 1.948, -1.546], [-3.007, 0.498, -2.492], [-3.494, 2.190, -4.315], [-0.448, 2.081, -4.228], [0.605, 4.656, -0.345], [-0.230, 4.841, -1.592], [-1.330, 5.720, -1.325], [-0.092, 3.740, 0.540], [0.785, 5.564, 0.231], [1.557, 4.182, -0.584], [-0.575, 3.850, -1.907], [0.347, 5.287, -2.411], [-1.549, 6.208, -2.118], [-1.082, 3.829, 0.501], [-4.171, -2.681, -2.499], [-5.499, -2.277, -3.087], [-6.208, -3.412, -3.596], [-4.346, -3.231, -1.212], [-3.515, -1.797, -2.543], [-3.704, -3.431, -3.152], [-5.273, -1.663, -3.961], [-6.123, -1.780, -2.347], [-6.870, -3.688, -2.961], [-3.436, -3.484, -0.921], [3.332, -0.991, 2.379], [4.534, -1.171, 3.300], [4.167, -0.943, 4.670], [2.592, -2.210, 2.290], [3.737, -0.696, 1.403], [2.689, -0.142, 2.630], [5.307, -0.447, 3.020], [4.900, -2.198, 3.210], [4.981, -0.774, 5.152], [2.540, -2.627, 3.158], [-3.082, -0.744, 2.562], [-3.710, -0.393, 1.242], [-2.936, 0.570, 0.519], [-3.127, 0.324, 3.501], [-2.027, -1.002, 2.342], [-3.407, -1.726, 2.935], [-4.706, 0.024, 1.413], [-3.776, -1.253, 0.571], [-2.347, 0.096, -0.094], [-2.304, 0.278, 3.995], [1.102, -0.808, -5.253], [1.046, -1.762, -4.067], [-0.238, -1.726, -3.454], [0.307, -1.235, -6.348], [2.149, -0.622, -5.511], [0.672, 0.129, -4.894], [1.766, -1.383, -3.344], [1.288, -2.778, -4.394], [-0.913, -1.810, -4.144], [0.854, -1.807, -6.897], [-0.431, -4.719, 2.454], [-0.432, -5.251, 3.886], [0.915, -5.516, 4.278], [-1.738, -4.392, 1.975], [-0.010, -5.540, 1.861], [0.125, -3.785, 2.419], [-1.005, -6.181, 3.973], [-0.816, -4.523, 4.599], [1.307, -6.161, 3.680], [-2.451, -4.832, 2.447], [3.917, -3.279, -0.953], [4.354, -4.720, -1.033], [3.354, -5.490, -1.676], [2.646, -3.081, -0.350], [3.798, -2.898, -1.982], [4.653, -2.552, -0.578], [4.431, -5.086, 0.005], [5.341, -4.841, -1.467], [2.549, -5.265, -1.185], [2.751, -2.935, 0.613], [-0.609, -4.446, -1.436], [-0.514, -5.386, -2.600], [-0.389, -6.705, -2.095], [-1.915, -4.455, -0.838], [-0.495, -3.420, -1.797], [0.207, -4.636, -0.732], [0.340, -5.100, -3.229], [-1.390, -5.326, -3.254], [-0.404, -7.351, -2.804], [-1.779, -4.428, 0.129], [-0.375, 5.106, 3.680], [-0.709, 3.640, 3.813], [0.313, 2.787, 3.271], [0.950, 5.346, 4.189], [-1.093, 5.687, 4.270], [-0.418, 5.401, 2.628], [-1.576, 3.460, 3.172], [-0.832, 3.288, 4.833], [0.530, 3.125, 2.384], [1.311, 6.120, 3.747], [4.083, 1.519, -2.569], [4.759, 2.126, -1.375], [4.848, 3.548, -1.552], [2.701, 1.789, -2.572], [4.275, 0.440, -2.675], [4.589, 1.893, -3.462], [5.811, 1.792, -1.305], [4.368, 1.832, -0.393], [4.564, 4.016, -0.762], [2.366, 1.452, -1.723]], "mulliken_charge": [-0.306, -0.602, -0.608, -0.426, 0.257, 0.264, 0.399, 0.280, 0.337, -0.114, -0.219, 0.484, -0.711, -0.600, 0.169, 0.220, -0.572, 0.582, 0.204, 0.347, 1.481, 0.370, 0.615, 1.473, -1.815, 0.023, -0.474, -0.044, -0.705, -1.005, 0.637, 1.271, -0.652, -0.705, -0.812, 0.710, -0.330, -0.993, 0.464, 0.274, -0.308, 0.080, -0.518, 1.063, 0.327, 0.091, -0.581, 0.713, 0.295, -0.022, 1.242, -0.870, -0.575, -0.644, -0.566, 0.133, 0.281, 0.374, 0.324, 0.397, 0.802, -1.119, -0.559, -0.454, -0.009, -0.510, 0.441, 0.522, 0.323, 0.225, -0.162, 0.000, 0.744, -0.553, -0.129, 0.348, 0.348, 0.001, -0.580, 0.333, -0.540, 0.154, -0.134, -0.535, 0.485, -0.063, -0.094, 0.277, 0.145, 0.350, 0.286, -0.614, -0.537, -0.443, 0.199, -0.136, 0.397, 0.330, 0.299, 0.223, -0.295, -0.541, -0.578, 0.029, 0.134, 0.382, 0.239, 0.422, 0.282, 0.069, 1.033, -0.796, -0.570, -0.724, -0.384, 0.071, 0.271, 0.429, 0.308, 0.317, -0.314, 0.020, -0.251, -0.569, 0.404, 0.027, -0.111, 0.456, -0.250, 0.317, -0.521, 0.358, -0.619, -0.480, 0.173, 0.382, 0.378, -0.288, 0.350, -0.023], "e_tot_ev": -87722.0003, "e_above_lowest_kcal_mol": 32.36, "gap_ev": 9.6, "charge": 0}

=====

{"formula": "C8H11NO4P", "method": "wB97M-V/def2-TZVPD", "symbols": ["C", "C", "C", "C", "C", "C", "C", "C", "N", "O", "O", "O", "O", "P", "H", "H", "H", "H", "H", "H", "H", "H", "H", "H", "H"], "xyz": [[-1.767, 2.430, -0.268], [-2.758, 1.687, 0.317], [-0.658, 1.820, -0.906], [-2.760, 0.260, 0.157], [-0.585, 0.484, -0.895], [-1.597, -0.317, -0.341], [-0.257, -2.507, -0.432], [-1.566, -1.755, -0.477], [0.604, -2.123, 0.725], [4.826, 0.278, -0.333], [2.517, -0.753, -0.828], [2.941, 0.943, 1.114], [-2.583, -2.364, -0.785], [3.197, 0.574, -0.523], [-1.882, 3.550, -0.154], [-3.586, 2.308, 0.442], [0.296, 2.318, -1.207], [-3.483, -0.409, 0.570], [0.175, -0.013, -1.430], [-0.569, -3.513, -0.677], [0.241, -2.130, -1.379], [5.211, 1.119, -0.156], [1.111, -1.294, 0.401], [1.352, -2.808, 0.606], [2.042, 1.095, 1.446]], "mulliken_charge": [-0.033, -0.740, -0.678, -0.478, -0.179, 0.525, -0.394, 0.256, -0.760, -0.299, -0.532, -0.378, -0.635, -0.338, 0.283, 0.349, 0.324, 0.416, 0.467, 0.455, 0.266, 0.279, 0.274, 0.289, 0.260], "e_tot_ev": -27445.7150, "e_above_lowest_kcal_mol": 0.00, "gap_ev": 6.7, "charge": -1}

=====

{"formula": "C4H10N4O", "method": "wB97M-V/def2-TZVPD", "symbols": ["C", "C", "N", "N", "C", "C", "N", "N", "O", "H", "H", "H", "H", "H", "H", "H", "H", "H", "H"], "xyz": [[-1.116, 0.351, -1.717], [0.747, -2.003, -0.068], [-1.174, -0.625, 1.083], [-0.036, 1.547, 0.212], [-0.008, 0.052, 1.481], [0.004, -0.723, 0.157], [1.165, 2.259, 0.336], [0.034, 0.277, -0.831], [0.605, 0.187, 2.522], [-1.460, -1.425, 1.629], [-0.838, 2.014, 0.637], [1.788, 1.955, -0.407], [1.631, 2.004, 1.210], [-2.075, 0.268, -1.198], [-1.071, 1.298, -2.250], [-1.023, -0.488, -2.412], [0.142, -2.716, -0.633], [1.650, -1.802, -0.643], [1.034, -2.429, 0.894]], "mulliken_charge": [-0.921, -1.377, -0.628, -0.090, 0.523, 0.805, -0.700, -0.114, -0.680, 0.293, 0.318, 0.277, 0.273, 0.384, 0.275, 0.331, 0.317, 0.347, 0.367], "e_tot_ev": -12313.1141, "e_above_lowest_kcal_mol": 125.01, "gap_ev": 8.8, "charge": 0}

=====

{"formula": "C2H7N", "method": "wB97M-V/def2-TZVPD", "symbols": ["C", "C", "H", "H", "H", "H", "H", "H", "H", "N"], "xyz": [[-1.152, -0.244, 0.019], [1.218, -0.224, 0.007], [-1.256, -0.979, 0.921], [-1.213, -0.822, -0.911], [-2.060, 0.291, -0.032], [-0.030, 1.412, 0.556], [2.121, 0.371, 0.187], [1.398, -0.858, -0.869], [1.001, -0.999, 0.856], [-0.051, 0.627, -0.124]], "mulliken_charge": [-0.866, -0.697, 0.254, 0.297, 0.368, 0.254, 0.298, 0.251, 0.227, -0.386], "e_tot_ev": -3676.6685, "e_above_lowest_kcal_mol": 18.77, "gap_ev": 10.2, "smiles": "CNC", "charge": 0}